Record 1
Here is C22H27N3O5 as an isolated structure from the Open Molecules 2025 dataset. Energies are from ωB97M-V/def2-TZVPD.

Structure (XYZ):
```
57
Properties=species:S:1:pos:R:3
C -0.80 -3.21 -0.59
H -0.02 -3.39 -1.51
O -1.21 -1.81 -0.71
C -0.42 -0.89 -0.62
C 0.92 -1.18 -0.62
C 1.66 0.03 -0.32
C 1.07 1.27 -0.23
C -0.24 1.57 -0.64
C -1.09 0.46 -0.71
N -2.38 0.48 -0.76
C -3.28 1.82 -0.68
O -2.96 2.86 -0.66
C -4.67 1.07 -0.97
N -4.95 0.01 -0.32
C -6.25 -0.63 -0.98
C -6.76 -1.80 0.16
H -5.87 -2.69 0.12
O -7.05 -1.39 1.42
C -6.15 -0.11 1.70
C -4.91 -0.13 1.22
H -4.35 0.66 1.40
H -4.46 -1.01 1.51
H -6.17 -0.18 2.91
H -6.86 0.76 1.71
H -7.61 -2.05 -0.61
H -6.95 0.18 -0.88
H -6.07 -1.15 -1.88
H -5.27 2.20 -0.42
H -4.99 1.22 -1.82
H -2.87 -0.40 -0.76
H -0.67 2.63 -0.59
O 2.01 2.42 -0.41
C 1.56 3.79 -0.30
H 0.99 3.83 -1.29
H 0.80 3.87 0.51
H 2.43 4.62 -0.19
N 3.13 0.03 -0.42
C 3.89 -1.06 0.12
O 3.47 -2.18 -0.18
C 5.23 -0.62 0.09
C 6.30 -1.46 -0.72
C 7.43 -1.06 -0.60
C 7.97 -0.29 0.13
C 7.16 0.22 1.02
C 5.73 0.19 0.89
C 5.11 0.72 1.97
H 4.70 1.66 1.67
H 4.21 0.04 2.23
H 5.53 1.03 2.80
H 7.47 1.10 1.79
H 9.15 0.01 0.10
H 8.26 -1.58 -1.58
H 6.00 -2.02 -1.70
H 3.62 0.84 -0.12
H 1.47 -2.04 -0.33
H -1.67 -3.77 -0.55
H -0.35 -3.48 0.20
```

Results
HOMO level = -6.6 eV
frontier orbital gap = 7.01 eV
LUMO = 0.41 eV
E_tot = -37940.4755 eV

Record 2
Here is one molecule with the formula C22H27N3O6S from the Open Molecules 2025 dataset. Energies are from ωB97M-V/def2-TZVPD.

Structure (XYZ):
```
59
Properties=species:S:1:pos:R:3
C 3.51 -1.15 2.99
C 3.18 0.34 2.98
C 1.99 0.66 2.08
S 0.48 -0.12 2.79
C -0.39 -0.60 1.35
N -0.04 -0.07 0.22
C -0.74 -0.41 -0.90
C -0.36 0.15 -2.12
C -1.06 -0.11 -3.28
O -0.75 0.46 -4.48
C 0.36 1.32 -4.55
C -2.17 -1.01 -3.24
O -2.96 -1.37 -4.28
C -2.57 -1.16 -5.62
C -2.53 -1.56 -2.02
C -1.84 -1.27 -0.85
C -2.24 -1.86 0.42
O -3.17 -2.61 0.60
N -1.42 -1.47 1.51
C -1.68 -2.10 2.79
C -0.57 -3.02 3.17
C 0.13 -3.17 4.34
C 1.07 -4.20 4.10
C 0.88 -4.60 2.82
O -0.11 -3.89 2.25
C 1.77 2.17 1.95
O 2.32 2.98 2.66
N 0.91 2.48 0.97
C 0.54 3.83 0.65
C 0.72 4.13 -0.84
O -0.03 3.28 -1.69
C -1.42 3.47 -1.64
H 4.38 -1.33 3.62
H 3.75 -1.49 1.98
H 2.68 -1.73 3.37
H 4.03 0.91 2.62
H 2.95 0.68 3.99
H 2.10 0.21 1.09
H 0.47 0.83 -2.12
H 0.26 2.17 -3.87
H 1.29 0.79 -4.32
H 0.39 1.68 -5.58
H -2.59 -0.10 -5.89
H -1.57 -1.55 -5.81
H -3.30 -1.70 -6.22
H -3.38 -2.23 -1.99
H -1.81 -1.34 3.57
H -2.61 -2.66 2.66
H 0.00 -2.61 5.24
H 1.79 -4.58 4.80
H 1.36 -5.34 2.21
H 0.50 1.72 0.42
H -0.50 4.02 0.95
H 1.18 4.50 1.24
H 1.76 3.96 -1.12
H 0.46 5.18 -1.03
H -1.84 2.87 -2.45
H -1.68 4.52 -1.79
H -1.85 3.13 -0.69
```

Results
HOMO level = -7.9 eV
frontier orbital gap = 8.47 eV
LUMO = 0.60 eV
structure (SMILES) = CC[C@@H](Sc1nc2cc(OC)c(OC)cc2c(=O)n1Cc1ccco1)C(=O)NCCOC
E_tot = -50842.4520 eV

Record 3
Here is one molecule with the formula C22H27N3O6S from the Open Molecules 2025 dataset. Energies are from ωB97M-V/def2-TZVPD.

Structure (XYZ):
```
59
Properties=species:S:1:pos:R:3
C 3.07 2.14 -2.97
C 2.16 2.48 -1.80
O 1.10 1.51 -1.70
C -0.13 1.93 -2.05
O -0.41 3.07 -2.36
N -1.04 0.92 -2.02
C -2.41 1.19 -2.36
C -3.33 0.86 -1.19
N -2.93 -0.40 -0.58
C -3.31 -0.84 0.63
O -3.08 -1.97 1.02
C -4.03 0.17 1.54
O -3.29 1.37 1.69
C -1.93 1.24 1.85
C -1.33 0.14 2.47
C 0.04 0.04 2.48
C 0.81 1.02 1.89
S 2.54 0.69 1.65
O 3.20 1.90 1.22
O 3.07 -0.04 2.76
N 2.43 -0.34 0.36
C 2.93 -1.70 0.39
C 1.90 -2.64 -0.18
C 0.82 -3.06 0.59
C -0.16 -3.88 0.05
C -0.06 -4.31 -1.26
C 1.02 -3.90 -2.04
C 1.99 -3.07 -1.50
C 0.23 2.15 1.35
C -1.15 2.27 1.34
C -2.01 -1.20 -1.36
C -0.71 -0.42 -1.57
H 3.49 1.14 -2.85
H 3.89 2.86 -3.01
H 2.52 2.17 -3.91
H 1.71 3.46 -1.94
H 2.70 2.45 -0.85
H -2.49 2.25 -2.61
H -2.69 0.60 -3.25
H -4.37 0.78 -1.55
H -3.28 1.66 -0.45
H -4.99 0.47 1.11
H -4.21 -0.32 2.50
H -1.93 -0.64 2.92
H 0.54 -0.79 2.95
H 2.39 0.11 -0.54
H 3.87 -1.79 -0.15
H 3.11 -1.91 1.45
H 0.74 -2.73 1.61
H -0.99 -4.19 0.66
H -0.81 -4.95 -1.68
H 1.10 -4.23 -3.06
H 2.82 -2.75 -2.11
H 0.86 2.92 0.93
H -1.63 3.13 0.91
H -2.46 -1.47 -2.32
H -1.80 -2.12 -0.81
H -0.16 -0.36 -0.62
H -0.08 -0.93 -2.30
```

Results
HOMO level = -9.0 eV
frontier orbital gap = 9.63 eV
LUMO = 0.59 eV
structure (SMILES) = CCOC(=O)N1CCN(C(=O)COc2ccc(S(=O)(=O)NCc3ccccc3)cc2)CC1
E_tot = -50843.3752 eV

Record 4
Here is C22H28AgN7O2S as an isolated structure from the Open Molecules 2025 dataset. Energies are from ωB97M-V/def2-TZVPD.

Structure (XYZ):
```
61
Properties=species:S:1:pos:R:3
Ag -0.31 -0.17 0.06
O -0.29 4.18 -1.25
C -0.07 3.01 -0.89
O -0.46 2.44 0.14
C 0.84 2.19 -1.83
C 1.37 2.79 -2.97
C 2.24 2.08 -3.78
C 2.53 0.77 -3.42
C 1.94 0.24 -2.29
N 1.12 0.93 -1.50
H 1.08 3.81 -3.18
H 2.70 2.54 -4.65
H 3.22 0.17 -4.01
H 2.15 -0.77 -1.98
S 1.99 -4.75 0.13
C 1.45 -3.24 0.00
N 1.10 -2.13 -0.09
C 0.21 0.55 3.15
N 1.18 0.38 2.08
C 2.13 -0.65 2.46
N 2.83 -0.30 3.71
C 1.82 -0.12 4.75
N 0.86 0.92 4.42
C 1.59 2.16 4.20
N 2.58 2.04 3.14
C 1.89 1.64 1.91
C 3.50 0.98 3.50
H -0.33 -0.39 3.30
H -0.49 1.34 2.87
H 2.87 -0.77 1.67
H 1.61 -1.60 2.60
H 2.33 0.14 5.69
H 1.29 -1.07 4.88
H 2.09 2.45 5.13
H 0.87 2.94 3.92
H 2.63 1.53 1.11
H 1.17 2.40 1.62
H 4.02 1.26 4.43
H 4.24 0.86 2.71
C -1.38 -1.96 -4.52
N -2.33 -1.53 -3.51
C -2.31 -0.08 -3.40
C -1.99 -2.14 -2.22
C -2.93 -1.73 -1.11
C -4.26 -2.13 -1.21
C -5.16 -1.85 -0.20
C -4.71 -1.18 0.92
C -3.39 -0.76 0.99
C -2.43 -0.99 -0.01
H -1.66 -1.52 -5.48
H -1.41 -3.04 -4.61
H -0.35 -1.66 -4.28
H -2.62 0.36 -4.35
H -1.32 0.30 -3.12
H -3.01 0.21 -2.62
H -0.96 -1.86 -1.91
H -2.03 -3.22 -2.37
H -4.59 -2.67 -2.09
H -6.20 -2.16 -0.27
H -5.39 -0.97 1.74
H -3.09 -0.22 1.89
```

Results
HOMO level = -1.3 eV
frontier orbital gap = 5.93 eV
LUMO = 4.68 eV
E_tot = -52629.3662 eV
total charge = -2

Record 5
Here is C22H28BF6N3NiO10PS2Te as an isolated structure from the Open Molecules 2025 dataset. Energies are from ωB97M-V/def2-TZVPD.

Structure (XYZ):
```
75
Properties=species:S:1:pos:R:3
Ni 2.21 -0.91 0.12
F 6.91 0.61 0.95
C 6.45 -0.48 1.57
F 7.45 -1.05 2.24
F 5.51 -0.11 2.44
S 5.76 -1.63 0.30
O 4.73 -0.88 -0.37
O 6.90 -2.06 -0.44
N 5.23 -2.78 1.24
S 3.82 -3.42 1.30
O 2.82 -2.81 0.43
O 3.85 -4.84 1.30
C 3.25 -3.00 3.00
F 3.24 -1.68 3.21
F 4.04 -3.57 3.91
F 2.01 -3.46 3.17
N 5.70 3.12 -1.04
C 5.03 2.92 0.16
O 5.47 3.37 1.20
C 3.77 2.16 0.07
C 3.08 1.92 -1.15
C 1.92 1.21 -1.17
N 1.37 0.67 0.00
C 2.06 0.87 1.20
C 3.24 1.64 1.22
H 6.64 3.45 -0.92
H 5.58 2.41 -1.75
H 3.43 2.32 -2.09
H 1.34 1.04 -2.06
H 1.55 0.58 2.10
H 3.73 1.82 2.16
C 0.26 -5.81 0.66
C 0.03 -4.86 -0.49
O -0.21 -3.56 0.06
P -0.46 -2.28 -0.86
O -0.15 -1.18 0.20
Te 0.78 -2.19 -2.82
O -2.03 -2.28 -1.14
C -3.00 -2.65 -0.14
C -3.45 -1.46 0.67
H 0.42 -6.82 0.28
H -0.61 -5.82 1.33
H 1.14 -5.51 1.22
H -0.83 -5.16 -1.11
H 0.91 -4.80 -1.14
H -2.58 -3.43 0.51
H -3.83 -3.09 -0.70
H -2.63 -1.05 1.26
H -4.25 -1.77 1.36
H -3.85 -0.67 0.03
C -4.68 4.12 -2.62
C -5.20 3.25 -1.47
C -6.13 4.11 -0.61
C -6.02 2.09 -2.05
C -4.03 2.68 -0.67
C -3.96 2.75 0.72
C -2.91 2.18 1.45
C -1.92 1.54 0.75
O -0.83 0.89 1.23
B -0.17 0.32 0.06
O -0.89 0.78 -1.11
C -1.96 1.47 -0.64
C -2.99 2.02 -1.36
H -5.52 4.60 -3.14
H -4.13 3.53 -3.36
H -4.01 4.90 -2.25
H -6.91 4.54 -1.23
H -5.58 4.93 -0.14
H -6.61 3.52 0.17
H -6.86 2.46 -2.64
H -6.41 1.46 -1.24
H -5.40 1.45 -2.69
H -4.75 3.25 1.27
H -2.88 2.24 2.53
H -3.00 1.92 -2.44
```

Results
HOMO level (spin up / spin down) = -4.7 / -4.7 eV
frontier orbital gap (spin up / spin down) = 6.93 / 6.93 eV
LUMO (spin up / spin down) = 2.25 / 2.25 eV
E_tot = -144499.0047 eV
total charge = -1

Record 6
Here is C22H28BN10O4STc as an isolated structure from the Open Molecules 2025 dataset. Energies are from ωB97M-V/def2-TZVPD.

Structure (XYZ):
```
67
Properties=species:S:1:pos:R:3
Tc 0.33 -0.68 -0.80
C -1.56 -4.04 -2.62
C -1.47 -2.67 -2.39
N -0.34 -2.39 -1.75
N 0.32 -3.56 -1.54
C -0.40 -4.55 -2.06
B 1.69 -3.57 -0.84
N 1.53 -3.07 0.60
C 1.85 -3.64 1.77
C 1.60 -2.74 2.79
C 1.11 -1.61 2.14
N 1.06 -1.83 0.82
N 2.57 -2.51 -1.57
C 3.75 -2.62 -2.18
C 4.13 -1.37 -2.66
C 3.09 -0.53 -2.28
N 2.16 -1.22 -1.62
H -2.35 -4.58 -3.11
H -2.16 -1.89 -2.67
H -0.04 -5.57 -2.00
H 2.19 -4.65 -0.88
H 2.24 -4.64 1.80
H 1.73 -2.89 3.84
H 0.77 -0.67 2.54
H 4.25 -3.57 -2.25
H 5.02 -1.11 -3.20
H 2.96 0.53 -2.45
N -1.63 -0.10 0.01
C -1.94 -0.34 1.44
C -3.35 0.11 1.83
C -3.65 1.61 1.85
C -3.31 2.26 3.19
N -1.93 2.02 3.62
C -0.86 2.48 2.98
N 0.36 2.05 3.28
N -1.00 3.36 1.99
C -1.79 -1.85 1.76
O -1.79 -2.10 2.97
O -1.72 -2.59 0.76
H -1.75 0.88 -0.23
H -2.31 -0.62 -0.55
H -1.18 0.19 2.01
H -3.54 -0.33 2.82
H -4.05 -0.40 1.15
H -4.72 1.77 1.70
H -3.16 2.12 1.02
H -3.94 1.85 3.97
H -3.50 3.34 3.18
H -1.78 1.32 4.34
H 0.48 1.31 3.95
H 1.12 2.25 2.63
H -1.88 3.82 1.84
H -0.18 3.67 1.49
O 1.51 2.96 0.79
C 1.25 2.20 -0.15
O 1.02 0.94 0.08
C 1.22 2.73 -1.55
C 1.85 3.97 -1.73
C 1.86 4.59 -2.96
C 1.23 3.99 -4.04
C 0.61 2.77 -3.88
C 0.60 2.11 -2.64
S -0.24 0.55 -2.69
H 2.32 4.42 -0.87
H 2.37 5.54 -3.07
H 1.22 4.47 -5.01
H 0.12 2.29 -4.72
```

Results
expectation value of S² = 3.773
HOMO level (spin up / spin down) = -10.8 / -10.8 eV
2S+1 = 4
frontier orbital gap (spin up / spin down) = 8.46 / 6.32 eV
LUMO (spin up / spin down) = -2.35 / -4.47 eV
E_tot = -60069.7475 eV
total charge = +1

Record 7
Here is a 2-piece molecular cluster, C22H28BN3O3 overall from the Open Molecules 2025 dataset. Energies are from ωB97M-V/def2-TZVPD.

Structure (XYZ):
```
57
Properties=species:S:1:pos:R:3
C -2.65 3.88 -0.39
N -2.22 2.53 -0.10
C -3.09 1.57 0.32
O -4.27 1.76 0.58
C -2.31 0.27 0.46
C -2.75 -0.84 -0.51
C -4.20 -1.22 -0.33
C -5.11 -1.03 -1.38
C -6.47 -1.27 -1.18
C -6.91 -1.75 0.06
C -6.01 -1.97 1.11
C -4.65 -1.71 0.91
N -0.93 0.73 0.23
C 0.10 -0.13 0.34
C 1.43 0.18 0.12
C 2.44 -0.76 0.32
C 3.83 -0.50 0.10
C 4.80 -1.53 0.29
C 6.15 -1.30 0.08
C 6.59 -0.01 -0.32
N 7.98 0.25 -0.52
O 8.33 1.40 -0.88
O 8.79 -0.69 -0.34
C 5.66 1.03 -0.52
C 4.31 0.80 -0.32
C -0.82 2.14 -0.17
C -0.28 2.35 -1.59
C 0.03 3.00 0.77
H -3.73 3.94 -0.26
H -2.15 4.58 0.28
H -2.39 4.13 -1.42
H -2.42 -0.10 1.50
H -2.56 -0.51 -1.54
H -2.09 -1.70 -0.30
H -4.73 -0.68 -2.34
H -7.18 -1.07 -2.00
H -7.97 -1.94 0.22
H -6.35 -2.33 2.09
H -3.92 -1.88 1.71
H -0.21 -1.15 0.63
H 1.69 1.17 -0.22
H 2.14 -1.75 0.66
H 4.46 -2.52 0.59
H 6.90 -2.07 0.22
H 6.02 2.01 -0.84
H 3.60 1.62 -0.49
H -0.90 1.82 -2.33
H -0.27 3.42 -1.82
H 0.75 1.98 -1.67
H -0.36 2.96 1.80
H 1.07 2.66 0.77
H 0.02 4.04 0.42
H 2.58 -3.47 1.33
B 2.56 -4.73 1.45
H 1.77 -5.17 2.31
H 2.23 -5.24 0.37
H 3.66 -5.22 1.75
```

Results
HOMO level = -7.4 eV
frontier orbital gap = 4.34 eV
LUMO = -3.05 eV
E_tot = -34550.9181 eV

Record 8
Here is C22H28Br2N4O7Sr as an isolated structure from the Open Molecules 2025 dataset. Energies are from ωB97M-V/def2-TZVPD.

Structure (XYZ):
```
64
Properties=species:S:1:pos:R:3
N -1.10 1.02 -2.25
H -1.85 0.94 -1.54
H -1.35 0.66 -3.17
H -0.19 0.54 -1.90
H -0.78 2.00 -2.33
Sr 1.25 -2.02 -3.66
C 2.13 0.29 0.30
C 1.04 -0.61 -0.26
O 0.86 -0.54 -1.65
H 2.35 0.04 1.33
H 1.84 1.35 0.22
H 3.07 0.28 -0.26
H 0.10 -0.35 0.26
H 1.26 -1.64 0.09
Br 2.47 -0.64 4.21
C 1.02 -1.88 3.83
C 1.48 -3.31 3.87
Br -0.09 -4.46 3.63
H 0.64 -1.62 2.85
H 0.23 -1.73 4.57
H 1.94 -3.58 4.82
H 2.12 -3.58 3.04
C -0.99 1.48 3.96
C -0.64 2.15 2.78
C -1.51 2.14 1.71
C -2.80 1.61 1.88
C -3.15 1.00 3.05
C -2.24 0.92 4.10
N -3.66 1.55 0.71
O -3.18 1.45 -0.40
O -4.82 1.57 0.91
H -0.25 1.39 4.75
H 0.34 2.60 2.68
H -1.16 2.65 0.82
H -4.16 0.61 3.14
H -2.50 0.32 4.97
C -4.21 -2.27 1.22
C -5.01 -2.52 0.11
C -4.39 -2.73 -1.11
C -3.01 -2.67 -1.23
C -2.22 -2.46 -0.10
C -2.83 -2.32 1.13
N -2.40 -2.95 -2.48
O -3.08 -3.25 -3.41
O -1.17 -2.82 -2.56
H -4.69 -2.15 2.19
H -6.09 -2.51 0.13
H -4.99 -2.78 -2.01
H -1.14 -2.57 -0.16
H -2.22 -2.14 2.01
C 5.79 3.14 -2.36
C 5.49 1.80 -2.16
C 4.37 1.25 -2.77
C 3.55 2.06 -3.52
C 3.82 3.41 -3.73
C 4.93 3.94 -3.09
N 2.44 1.50 -4.28
O 1.63 2.22 -4.74
O 2.40 0.27 -4.44
H 6.65 3.61 -1.89
H 6.12 1.13 -1.59
H 4.17 0.21 -2.58
H 3.22 4.00 -4.40
H 5.13 4.99 -3.26
```

Results
HOMO level = -14.3 eV
frontier orbital gap = 7.45 eV
LUMO = -6.87 eV
E_tot = -184461.1587 eV
total charge = +2

ΔE to the lowest compared entry with this formula, charge and spin (computed, kJ/mol): 2231.22 155.76 66.69 82.96 0.00 20.19 0.00 0.00